Computed, not measured: a structure of composition C33H29N9OSbV, with ωB97M-V/def2-TZVPD.

- E (Ha) = -3027.0229
- total charge = +1
- 2S+1 = 4
- expectation value of S² = 3.76
- orbital gap (alpha / beta) (Eh) = 0.257 / 0.269

Cartesian coordinates (Å):
1 V -0.470 0.135 0.703
2 C -1.650 -3.045 2.048
3 C -1.927 -1.930 3.014
4 C -2.545 -2.275 4.218
5 C -2.817 -1.313 5.161
6 C -2.469 -0.003 4.867
7 C -1.863 0.281 3.656
8 N -1.581 -0.662 2.731
9 Sb -1.414 2.352 3.349
10 C -2.303 2.575 1.417
11 C -3.239 3.594 1.365
12 C -3.911 3.834 0.176
13 C -3.612 3.038 -0.902
14 C -2.655 2.026 -0.797
15 C -2.371 1.217 -2.023
16 N -1.999 1.798 0.357
17 C 0.644 2.126 2.780
18 C 1.482 2.867 3.597
19 C 2.848 2.857 3.362
20 C 3.308 2.117 2.301
21 C 2.425 1.393 1.497
22 C 3.017 0.663 0.332
23 N 1.094 1.380 1.744
24 H -2.482 -3.749 2.053
25 H -0.760 -3.600 2.358
26 H -1.503 -2.689 1.038
27 H -2.802 -3.311 4.391
28 H -3.293 -1.568 6.099
29 H -2.670 0.793 5.572
30 H -3.442 4.192 2.244
31 H -4.649 4.622 0.103
32 H -4.111 3.179 -1.851
33 H -3.260 1.189 -2.653
34 H -2.066 0.207 -1.780
35 H -1.554 1.668 -2.586
36 H 1.070 3.448 4.411
37 H 3.527 3.420 3.989
38 H 4.362 2.087 2.062
39 H 4.089 0.547 0.482
40 H 2.845 1.226 -0.584
41 H 2.570 -0.311 0.170
42 N 0.122 -2.772 -3.151
43 C -1.035 -2.376 -2.615
44 N -0.906 -2.269 -1.309
45 C 0.401 -2.599 -1.108
46 N 1.052 -2.931 -2.199
47 C 1.084 -2.586 0.194
48 C 2.043 -3.556 0.481
49 N 2.676 -3.604 1.643
50 C 2.337 -2.686 2.542
51 C 1.390 -1.715 2.274
52 N 0.774 -1.643 1.090
53 H 0.354 -2.922 -4.120
54 H -1.923 -2.183 -3.194
55 H 2.288 -4.305 -0.261
56 H 2.832 -2.721 3.505
57 H 1.124 -0.971 3.013
58 N 3.977 0.888 -8.370
59 C 3.472 0.828 -7.340
60 C 2.839 0.754 -6.051
61 C 1.873 1.690 -5.692
62 C 1.262 1.610 -4.454
63 C 1.599 0.595 -3.554
64 C 2.581 -0.334 -3.924
65 C 3.195 -0.257 -5.160
66 C 0.959 0.500 -2.275
67 C 0.412 0.400 -1.188
68 H 1.608 2.477 -6.385
69 H 0.517 2.343 -4.172
70 H 2.853 -1.116 -3.228
71 H 3.955 -0.974 -5.441
72 O -3.049 -0.968 0.065
73 H -2.617 -1.688 -0.423
74 H -3.915 -1.287 0.335


Computed, not measured: a structure of composition C33H30BrN7O3RuSSi at a distorted geometry, with ωB97M-V/def2-TZVPD.

- E (Ha) = -5241.1875
- total charge = -1
- 2S+1 = 6
- expectation value of S² = 8.87
- orbital gap (alpha / beta) (Eh) = 0.181 / 0.183

Cartesian coordinates (Å):
1 Ru 0.939 0.336 0.116
2 C 3.767 -2.494 1.613
3 C 2.536 -1.742 1.209
4 N 2.534 -0.943 0.125
5 N 3.648 -0.789 -0.607
6 C 3.501 -0.399 -1.877
7 O 2.408 -0.330 -2.481
8 C 4.762 -0.017 -2.569
9 C 4.650 0.797 -3.695
10 C 5.781 1.235 -4.362
11 C 7.038 0.851 -3.918
12 C 7.155 0.041 -2.796
13 C 6.025 -0.386 -2.117
14 C 1.322 -1.855 1.886
15 C 1.091 -2.682 3.018
16 C -0.168 -2.804 3.526
17 C -1.232 -2.072 2.935
18 C -0.945 -1.230 1.892
19 N 0.274 -1.113 1.356
20 H 4.535 -2.326 0.864
21 H 3.566 -3.564 1.694
22 H 4.136 -2.135 2.577
23 H 3.656 1.082 -4.011
24 H 5.681 1.880 -5.227
25 H 7.925 1.187 -4.442
26 H 8.140 -0.255 -2.454
27 H 6.110 -1.007 -1.236
28 H 1.929 -3.197 3.466
29 H -0.360 -3.440 4.381
30 H -2.242 -2.153 3.309
31 H -1.724 -0.612 1.457
32 Br -8.665 -0.678 2.297
33 C -7.776 -0.618 0.617
34 C -6.485 -1.118 0.511
35 C -5.842 -1.071 -0.707
36 C -6.478 -0.513 -1.843
37 C -7.810 -0.072 -1.710
38 C -8.445 -0.104 -0.488
39 N -5.874 -0.353 -3.052
40 N -4.600 -0.557 -3.185
41 C -3.620 0.055 -2.529
42 C -3.815 1.283 -1.837
43 C -2.876 1.785 -0.969
44 C -1.664 1.101 -0.741
45 O -0.824 1.434 0.179
46 C -1.386 -0.050 -1.548
47 N -0.181 -0.638 -1.333
48 C 0.103 -1.758 -1.972
49 C -0.762 -2.321 -2.905
50 C -1.971 -1.717 -3.175
51 C -2.323 -0.566 -2.462
52 H -5.992 -1.542 1.375
53 H -4.848 -1.484 -0.806
54 H -8.307 0.325 -2.585
55 H -9.457 0.261 -0.381
56 H -4.756 1.795 -1.990
57 H -3.063 2.688 -0.404
58 H 1.056 -2.216 -1.750
59 H -0.474 -3.234 -3.408
60 H -2.653 -2.108 -3.917
61 C -0.104 3.404 2.693
62 Si 1.216 2.079 3.030
63 C 2.740 2.990 3.703
64 C 0.596 1.001 4.474
65 O 1.652 1.199 1.777
66 H -0.156 4.117 3.518
67 H -1.091 2.958 2.560
68 H 0.136 3.951 1.780
69 H 2.433 3.652 4.516
70 H 3.223 3.592 2.931
71 H 3.477 2.287 4.094
72 H 0.470 1.594 5.383
73 H 1.320 0.211 4.687
74 H -0.358 0.521 4.248
75 S 3.571 3.939 -0.787
76 C 2.516 2.746 -0.748
77 N 1.707 1.887 -0.777


Computed, not measured: a structure of composition C33H30FeN9O3S3 at a distorted geometry, with ωB97M-V/def2-TZVPD.

- E (Ha) = -4451.9856
- total charge = +2
- 2S+1 = 6
- expectation value of S² = 8.77
- orbital gap (alpha / beta) (Eh) = 0.264 / 0.246

Cartesian coordinates (Å):
1 Fe -0.459 1.698 -0.097
2 S -0.683 -0.178 -1.449
3 C -0.005 -1.409 -0.528
4 N -0.330 -2.660 -0.685
5 C 0.192 -3.695 0.227
6 C 1.618 -3.390 0.551
7 N 1.702 -2.020 1.101
8 C 2.732 -1.850 2.161
9 C 4.104 -2.159 1.621
10 C 4.763 -3.311 2.033
11 C 6.024 -3.611 1.533
12 C 6.622 -2.763 0.616
13 C 5.965 -1.610 0.200
14 C 4.711 -1.306 0.703
15 C 1.029 -1.054 0.560
16 S 1.313 0.561 0.950
17 C -1.178 -3.185 -1.790
18 C -0.308 -3.959 -2.748
19 C -0.479 -5.329 -2.889
20 C 0.332 -6.046 -3.761
21 C 1.316 -5.393 -4.484
22 C 1.492 -4.020 -4.345
23 C 0.680 -3.304 -3.481
24 H 0.116 -4.656 -0.276
25 H -0.436 -3.712 1.121
26 H 2.252 -3.447 -0.336
27 H 2.011 -4.079 1.294
28 H 2.465 -2.557 2.946
29 H 2.649 -0.842 2.556
30 H 4.302 -3.969 2.763
31 H 6.538 -4.503 1.866
32 H 7.606 -2.993 0.229
33 H 6.440 -0.942 -0.506
34 H 4.211 -0.395 0.391
35 H -1.688 -2.353 -2.261
36 H -1.927 -3.833 -1.336
37 H -1.256 -5.841 -2.331
38 H 0.189 -7.112 -3.876
39 H 1.945 -5.951 -5.165
40 H 2.252 -3.510 -4.921
41 H 0.807 -2.230 -3.390
42 N 1.250 3.106 2.547
43 C 0.868 4.024 1.638
44 N 1.243 5.272 1.842
45 C 0.815 6.164 0.949
46 N 1.157 7.433 1.111
47 N 0.033 5.874 -0.129
48 C -0.223 4.613 -0.284
49 N 0.185 3.603 0.525
50 C -1.022 4.222 -1.479
51 C -1.602 5.173 -2.289
52 C -2.343 4.751 -3.383
53 C -2.473 3.397 -3.627
54 C -1.858 2.502 -2.772
55 N -1.139 2.904 -1.717
56 H 1.688 3.512 3.362
57 H 0.637 2.320 2.741
58 H 1.727 7.698 1.897
59 H 0.840 8.127 0.455
60 H -1.468 6.218 -2.050
61 H -2.814 5.475 -4.034
62 H -3.047 3.025 -4.464
63 H -1.954 1.439 -2.932
64 O -3.572 0.831 -0.721
65 C -3.381 1.171 0.421
66 N -2.151 1.638 0.900
67 S -2.215 2.097 2.496
68 O -1.262 1.288 3.217
69 O -2.092 3.520 2.610
70 C -3.871 1.593 2.726
71 C -4.627 1.673 3.878
72 C -5.952 1.267 3.784
73 C -6.485 0.815 2.577
74 C -5.707 0.753 1.428
75 C -4.386 1.149 1.521
76 H -4.214 2.036 4.810
77 H -6.582 1.310 4.662
78 H -7.523 0.513 2.537
79 H -6.108 0.414 0.482


Computed, not measured: a structure of composition C33H31AgO3PSSi, with ωB97M-V/def2-TZVPD.

- E (Ha) = -2677.9276
- total charge = -1
- orbital gap (Eh) = 0.247

Cartesian coordinates (Å):
1 Ag -0.268 0.663 -0.703
2 O 2.444 -2.113 1.773
3 C 2.121 -0.948 1.556
4 O 0.956 -0.460 1.436
5 C 3.203 0.118 1.407
6 C 4.541 -0.243 1.475
7 C 5.537 0.707 1.319
8 C 5.189 2.030 1.090
9 C 3.852 2.398 1.025
10 C 2.843 1.452 1.188
11 P 1.062 1.889 1.039
12 C 1.188 3.726 0.822
13 C 0.955 4.226 -0.455
14 C 1.035 5.588 -0.717
15 C 1.342 6.473 0.304
16 C 1.566 5.988 1.588
17 C 1.489 4.629 1.841
18 C 0.381 1.902 2.734
19 C 1.068 1.444 3.852
20 C 0.469 1.467 5.104
21 C -0.828 1.942 5.250
22 C -1.523 2.393 4.136
23 C -0.920 2.375 2.887
24 H 4.766 -1.288 1.644
25 H 6.581 0.420 1.368
26 H 5.956 2.783 0.957
27 H 3.605 3.435 0.838
28 H 0.699 3.535 -1.253
29 H 0.849 5.952 -1.719
30 H 1.400 7.535 0.106
31 H 1.801 6.674 2.394
32 H 1.662 4.265 2.848
33 H 2.069 1.047 3.743
34 H 1.015 1.103 5.964
35 H -1.297 1.954 6.226
36 H -2.540 2.751 4.232
37 H -1.474 2.702 2.014
38 C 1.431 -2.801 -5.603
39 C 1.085 -3.089 -4.290
40 C 0.399 -2.153 -3.531
41 C 0.018 -0.915 -4.056
42 C 0.381 -0.650 -5.378
43 C 1.081 -1.574 -6.143
44 Si -0.943 0.344 -2.999
45 C -2.751 -0.268 -3.080
46 C -3.733 0.370 -3.839
47 C -5.051 -0.072 -3.852
48 C -5.420 -1.183 -3.111
49 C -4.461 -1.839 -2.350
50 C -3.155 -1.376 -2.329
51 H 1.978 -3.524 -6.196
52 H 1.364 -4.038 -3.850
53 H 0.174 -2.383 -2.496
54 H 0.104 0.300 -5.820
55 H 1.351 -1.334 -7.166
56 H -0.990 1.531 -3.922
57 H -3.460 1.232 -4.436
58 H -5.790 0.452 -4.448
59 H -6.446 -1.533 -3.122
60 H -4.735 -2.709 -1.763
61 H -2.429 -1.879 -1.699
62 C -3.940 -1.608 1.298
63 S -2.924 -0.288 1.960
64 C -1.678 -1.297 2.746
65 O -2.280 0.332 0.759
66 H -4.452 -2.120 2.111
67 H -3.315 -2.297 0.730
68 H -4.663 -1.142 0.630
69 H -2.132 -1.924 3.514
70 H -0.950 -0.620 3.184
71 H -1.179 -1.883 1.978


Computed, not measured: a structure of composition C33H31BBr5N6O3Ti, with ωB97M-V/def2-TZVPD.

- E (Ha) = -15574.9709
- total charge = -2
- 2S+1 = 2
- expectation value of S² = 0.76
- orbital gap (alpha / beta) (Eh) = 0.199 / 0.200

Cartesian coordinates (Å):
1 Ti -0.549 0.206 0.264
2 C -0.028 3.513 -1.915
3 C -0.556 2.263 -2.540
4 C -1.046 2.166 -3.850
5 C -1.371 0.837 -4.019
6 C -1.895 0.151 -5.238
7 N -1.103 0.201 -2.866
8 N -0.602 1.075 -1.943
9 B -0.963 -1.321 -2.694
10 N -1.763 -1.754 -1.400
11 N -2.378 -0.819 -0.602
12 C -3.406 -1.432 -0.016
13 C -4.388 -0.723 0.860
14 C -3.444 -2.777 -0.397
15 C -2.387 -2.936 -1.274
16 C -1.978 -4.147 -2.038
17 N 0.527 -1.696 -2.738
18 N 1.413 -1.075 -1.923
19 C 2.613 -1.512 -2.250
20 C 3.814 -1.056 -1.486
21 C 2.525 -2.420 -3.328
22 C 1.181 -2.505 -3.610
23 C 0.524 -3.336 -4.664
24 H 0.206 4.230 -2.705
25 H 0.866 3.320 -1.329
26 H -0.760 3.967 -1.246
27 H -1.133 2.959 -4.576
28 H -2.122 0.899 -5.999
29 H -2.803 -0.413 -5.022
30 H -1.166 -0.549 -5.649
31 H -1.495 -1.870 -3.626
32 H -3.920 -0.257 1.724
33 H -5.143 -1.435 1.198
34 H -4.890 0.068 0.299
35 H -4.146 -3.529 -0.075
36 H -2.555 -5.007 -1.699
37 H -0.919 -4.356 -1.893
38 H -2.155 -4.007 -3.106
39 H 3.496 -0.625 -0.537
40 H 4.385 -0.301 -2.035
41 H 4.480 -1.893 -1.266
42 H 3.322 -2.965 -3.809
43 H 1.299 -3.817 -5.261
44 H -0.102 -2.740 -5.331
45 H -0.105 -4.118 -4.239
46 Br 5.622 -3.258 3.238
47 C 3.971 -2.688 2.483
48 C 3.381 -3.432 1.475
49 Br 4.177 -5.030 0.831
50 C 2.184 -2.943 0.911
51 Br 1.274 -3.967 -0.407
52 C 1.599 -1.751 1.292
53 O 0.525 -1.296 0.663
54 C 2.127 -1.015 2.436
55 O 1.533 -0.025 2.900
56 C 3.366 -1.524 2.946
57 Br 4.105 -0.496 4.360
58 Br -2.826 2.542 0.193
59 C -1.729 3.563 1.360
60 C -2.308 4.629 1.984
61 C -1.510 5.491 2.768
62 C -0.167 5.278 2.849
63 C 0.442 4.181 2.187
64 C 1.849 4.010 2.228
65 C 2.423 2.966 1.566
66 C 1.621 2.023 0.888
67 C 0.245 2.094 0.845
68 C -0.342 3.246 1.459
69 H -3.367 4.813 1.869
70 H -1.973 6.325 3.283
71 H 0.466 5.949 3.422
72 H 2.446 4.719 2.791
73 H 3.499 2.832 1.590
74 H 2.135 1.187 0.419
75 C -1.533 -1.338 2.866
76 C -1.571 0.027 2.156
77 O -2.203 0.903 2.747
78 H -2.432 -1.448 3.482
79 H -0.651 -1.318 3.510
80 H -1.423 -2.175 2.174


Computed, not measured: a structure of composition C33H31BiN9O3S3Sb, with ωB97M-V/def2-TZVPD.

- E (Ha) = -3644.2567
- total charge = -1
- 2S+1 = 2
- expectation value of S² = 0.76
- orbital gap (alpha / beta) (Eh) = 0.217 / 0.179

Cartesian coordinates (Å):
1 Bi -0.493 0.624 0.444
2 C 4.006 3.115 -3.852
3 C 2.899 2.197 -3.401
4 C 3.077 0.818 -3.279
5 C 2.045 -0.021 -2.905
6 C 0.728 0.448 -2.689
7 N -0.348 -0.336 -2.365
8 C -0.495 -1.533 -2.976
9 C 0.237 -2.000 -4.102
10 C -0.013 -3.216 -4.708
11 C -1.010 -4.082 -4.267
12 C -1.271 -5.411 -4.924
13 C -1.768 -3.637 -3.193
14 C -1.535 -2.417 -2.581
15 N -2.444 -2.056 -1.538
16 C -3.775 -1.908 -1.675
17 C -4.321 -1.847 -0.414
18 C -3.218 -1.971 0.442
19 N -2.085 -2.092 -0.238
20 C 0.592 1.851 -2.762
21 C 1.643 2.694 -3.090
22 N -0.689 2.456 -2.592
23 C -1.270 3.334 -3.433
24 C -2.439 3.756 -2.844
25 C -2.482 3.064 -1.623
26 N -1.425 2.278 -1.487
27 H 4.920 2.552 -4.055
28 H 3.741 3.640 -4.772
29 H 4.238 3.877 -3.103
30 H 4.055 0.387 -3.478
31 H 2.231 -1.078 -2.780
32 H 1.007 -1.369 -4.523
33 H 0.590 -3.499 -5.566
34 H -0.528 -5.611 -5.699
35 H -1.226 -6.235 -4.207
36 H -2.256 -5.448 -5.398
37 H -2.576 -4.249 -2.803
38 H -4.216 -1.854 -2.656
39 H -5.351 -1.688 -0.149
40 H -3.183 -1.955 1.518
41 H 1.458 3.762 -3.100
42 H -0.811 3.573 -4.377
43 H -3.159 4.449 -3.241
44 H -3.226 3.092 -0.844
45 S -2.037 2.054 5.004
46 Sb -2.395 0.497 3.402
47 S -2.919 1.340 1.251
48 S -0.467 -0.725 2.741
49 N 10.236 3.452 -1.569
50 C 9.238 3.033 -1.180
51 C 7.991 2.508 -0.694
52 C 7.854 2.168 0.650
53 C 6.655 1.667 1.119
54 C 5.587 1.485 0.243
55 C 5.724 1.818 -1.101
56 C 6.917 2.336 -1.565
57 N 4.369 0.969 0.709
58 C 4.176 0.142 1.808
59 C 2.840 -0.059 1.889
60 N 2.201 0.636 0.886
61 C 3.127 1.234 0.198
62 H 8.685 2.313 1.327
63 H 6.537 1.437 2.168
64 H 4.898 1.654 -1.777
65 H 7.023 2.599 -2.609
66 H 4.998 -0.244 2.383
67 H 2.287 -0.650 2.598
68 H 2.953 1.888 -0.642
69 C 2.829 -4.062 -0.151
70 C 1.633 -3.134 -0.171
71 N 0.430 -3.708 0.020
72 O 1.770 -1.929 -0.321
73 H 2.591 -5.060 -0.520
74 H 3.187 -4.149 0.876
75 H 3.620 -3.624 -0.754
76 H 0.337 -4.705 0.078
77 H -0.405 -3.124 -0.017
78 O 1.144 3.338 -0.093
79 C 0.697 3.359 1.047
80 O 0.015 2.435 1.623
81 H 0.808 4.261 1.676


What did we get for ΔE to the lowest compared entry with this formula, charge and spin? Answer: 0.000 0.000 0.000 0.097 1.320 0.306 eV, in the order shown.